[1]
ORCA calculation (ωB97M-V/def2-TZVPD) on 8 unconnected molecules or ions with the total composition C37H77N2O7 at a distorted geometry.

Computed properties:
largest force on an atom	16.0	eV/A
Kohn-Sham gap	4.83	eV
total charge	-1

Element x y z (Å)
C1 3.442 -6.711 0.233
H1 3.793 -5.948 0.898
H2 -1.422 5.994 0.958
C2 1.745 -1.829 3.703
C3 -0.017 7.354 1.055
C4 -4.025 -2.093 -2.373
H3 5.030 -3.577 -0.009
H4 5.005 -2.676 -2.156
H5 3.292 -3.657 0.569
H6 -2.266 1.408 -2.837
H7 -3.570 -2.677 -3.105
H8 0.830 2.116 -2.247
H9 0.699 -2.273 1.818
H10 1.552 3.202 2.405
H11 5.222 -1.040 3.217
H12 -0.203 3.241 0.449
C5 -0.224 3.592 1.548
H13 -1.310 3.683 1.914
H14 -2.435 2.947 -4.833
C6 -2.280 2.455 -2.830
C7 -1.083 -0.430 -0.185
H15 -5.862 -1.045 -2.241
C8 2.551 -0.046 -0.820
H16 -0.835 2.744 -4.231
C9 1.056 -2.631 2.847
H17 -1.394 0.682 4.097
C10 -5.171 -1.362 -3.046
H18 2.032 -2.478 4.514
C11 3.306 0.287 -2.009
H19 -4.984 1.193 2.455
C12 2.874 5.477 -4.195
H20 0.852 -6.378 -1.365
H21 4.865 -0.722 -3.396
H22 2.841 0.706 3.508
C13 4.169 3.421 -4.057
H23 -2.698 1.116 6.165
H24 -2.704 1.069 2.341
C14 4.330 -0.753 -2.490
C15 1.802 2.384 -2.728
H25 3.243 -7.033 -2.012
C16 -3.193 0.127 2.694
H26 4.152 -2.402 1.158
H27 -4.585 -0.493 -3.548
H28 0.820 4.142 -3.371
C17 3.402 -6.188 -1.160
H29 0.427 -3.407 -0.894
C18 -0.450 5.895 0.755
H30 -1.995 0.127 -0.159
H31 3.976 -7.521 0.201
O1 -4.613 -2.943 -1.379
C19 -1.832 3.123 -4.064
N1 3.534 -2.164 -0.748
H32 1.694 -1.536 0.414
H33 0.376 -4.420 -2.715
C20 -3.948 2.173 -1.226
H34 -0.469 -0.104 0.608
C21 0.622 2.898 2.469
H35 1.039 -1.051 4.095
H36 -2.990 -3.686 -1.243
C22 1.065 -5.417 -1.104
H37 4.459 -5.670 -1.516
H38 -0.248 5.513 -0.139
H39 1.981 0.513 -0.512
H40 0.310 -3.199 3.379
O2 -0.421 0.263 -1.313
H41 -3.342 -1.262 -2.251
H42 1.762 -3.230 2.465
H43 -1.386 -0.889 4.420
H44 5.208 1.744 -3.498
H45 -1.212 0.253 6.395
H46 -1.843 4.230 -3.943
H47 2.397 -6.844 0.759
C23 -2.064 0.024 4.602
C24 1.728 3.569 -3.362
O3 2.541 -5.135 -1.459
H48 2.216 5.866 -4.945
C25 0.313 -4.387 -1.539
C26 4.411 -1.825 -1.703
H49 -6.079 2.340 -1.198
H50 1.041 -5.147 -0.186
H51 -0.672 -4.813 -1.471
C27 4.054 -3.049 0.300
H52 -5.491 -1.950 -3.933
H53 -4.613 -0.236 1.165
O4 -3.526 2.865 -2.421
H54 -0.684 7.835 0.377
H55 3.192 -0.442 4.836
C28 4.313 2.266 -3.429
C29 -4.602 0.042 2.179
C30 3.379 -0.166 3.698
H56 5.487 0.611 3.776
H57 2.504 6.052 -3.201
H58 -4.818 -4.829 -0.017
O5 2.872 -1.348 3.001
O6 0.208 4.958 1.656
H59 -5.107 -0.394 2.813
H60 -3.496 -4.700 1.268
C31 3.155 1.611 -2.734
H61 -4.937 -3.602 1.189
C32 -4.267 -4.176 0.539
H62 -4.095 1.147 -1.349
O7 -3.337 0.124 4.036
C33 -3.621 -3.309 -0.481
H63 0.236 1.860 2.225
H64 -0.100 7.601 2.066
H65 1.116 7.488 0.999
H66 -5.344 2.293 0.144
H67 -3.162 2.257 -0.482
H68 5.146 3.652 -4.610
C34 4.805 -0.070 3.281
H69 -2.664 -0.736 2.138
H70 4.026 5.882 -4.191
C35 -5.223 2.752 -0.731
H71 -1.458 -1.550 -0.576
H72 -5.049 3.865 -0.581
C36 2.589 -1.274 -0.294
H73 -2.858 -0.311 6.394
N2 2.899 4.016 -4.041
H74 -1.547 2.504 -1.963
H75 -3.257 -2.460 -0.148
C37 -2.201 0.291 6.013
H76 4.866 0.533 2.311
H77 0.398 3.377 3.498

***

[2]
ORCA calculation (ωB97M-V/def2-TZVPD) on 3 unconnected molecules or ions with the total composition C37H78B2IN2O6S3 at a distorted geometry.

Computed properties:
largest force on an atom	3.4	eV/A
Kohn-Sham gap	6.44	eV
total charge	-1

Element x y z (Å)
C1 -5.064 -0.861 -1.110
B1 3.410 -1.488 -4.002
H1 -1.717 1.341 1.565
O1 -1.916 0.142 -5.030
C2 -3.188 -0.103 8.081
H2 -0.290 -0.744 3.237
H3 -0.242 -0.253 -3.301
C3 -0.992 -2.622 2.474
H4 1.423 -3.087 -5.853
H5 -5.183 -3.380 0.149
H6 4.939 -2.940 -3.178
C4 -1.687 -0.137 5.985
H7 -2.071 -2.735 2.561
H8 -1.983 1.712 8.135
H9 2.783 -4.436 0.652
H10 -0.825 -1.499 -1.798
H11 -0.560 -3.056 0.361
H12 -1.228 2.969 1.058
C5 -0.076 1.374 0.191
C6 -1.396 1.948 0.729
H13 2.564 9.684 -0.633
H14 2.305 -6.188 -2.206
H15 1.331 6.374 0.953
C7 2.073 -6.125 -1.151
H16 -0.962 0.571 6.396
O2 -1.198 -3.023 -4.174
C8 -4.264 0.427 -1.344
H17 -3.281 -2.005 -0.642
H18 -4.304 0.302 3.714
H19 1.852 3.468 -1.387
H20 -1.611 -0.584 2.086
C9 1.665 7.894 -1.460
H21 -3.846 -2.157 -2.296
H22 3.565 3.789 -1.646
C10 1.240 -4.870 -0.816
H23 1.842 -1.437 -6.368
H24 0.994 9.284 0.066
H25 -4.291 -0.834 5.060
H26 -2.926 2.920 -0.485
H27 -4.241 -4.232 -1.066
H28 -3.634 -0.779 8.816
C11 0.340 -0.801 1.232
H29 0.846 -5.133 1.987
H30 -5.776 -3.516 -1.504
H31 0.533 2.200 -0.153
H32 3.791 1.571 -3.414
S1 2.384 0.131 -0.815
H33 2.361 4.813 -2.419
C12 -2.331 -0.929 7.124
H34 2.850 1.744 -4.767
C13 -3.488 0.849 -0.112
H35 0.524 6.155 -1.986
H36 -3.123 -1.009 3.744
H37 -2.942 -1.735 6.708
O3 0.796 -4.179 -3.398
C14 4.101 -0.439 -0.943
S2 0.070 -2.950 -3.489
C15 -4.886 -3.375 -0.895
H38 1.253 -1.361 1.403
C16 -3.653 -0.285 4.365
C17 -4.175 -2.082 -1.262
H39 -3.049 1.511 9.520
H40 4.626 -0.351 -0.001
H41 4.799 -2.447 -0.870
H42 0.519 5.030 0.186
O4 2.086 -1.444 -3.329
C18 -2.668 0.624 5.095
H43 -1.537 -1.422 7.695
C19 4.111 -1.879 -1.497
H44 -2.917 -0.018 0.220
H45 1.085 0.470 -4.155
H46 1.212 8.450 -2.286
N1 0.707 0.642 1.218
H47 -1.202 -4.366 1.298
O5 4.879 -0.190 -5.865
H48 -0.308 0.744 -0.671
C20 1.848 -2.131 -5.532
C21 0.319 -0.292 -4.227
H49 -4.914 1.218 -1.707
C22 -2.452 1.948 -0.389
C23 -0.246 -2.414 -1.832
C24 -0.728 -0.002 -5.292
H50 -3.218 1.364 5.683
C25 1.056 -1.651 -4.256
H51 -0.811 -3.206 -1.356
C26 0.893 -4.116 1.603
H52 -2.005 1.706 -1.352
H53 -4.022 0.355 7.543
C27 1.929 8.859 -0.307
H54 -0.574 -2.968 3.412
H55 0.687 -2.293 -1.295
H56 -5.799 -0.925 -1.908
H57 -1.110 -0.830 5.366
H58 2.902 4.574 0.590
C28 0.735 6.742 -1.088
H59 1.538 -7.017 -0.843
O6 3.131 -2.457 -5.114
C29 -0.506 -3.531 1.333
H60 2.434 8.365 0.524
C30 2.611 5.168 -0.280
H61 -5.551 -0.855 -0.139
H62 3.020 -6.113 -0.618
H63 5.451 -1.258 -3.030
H64 1.865 -3.023 0.087
C31 1.260 5.819 0.013
H65 5.737 0.131 -5.570
H66 0.222 -5.183 -0.601
I1 -0.155 0.264 -7.373
H67 -0.016 -1.119 0.254
H68 3.384 5.933 -0.400
H69 1.199 -4.260 -1.711
S3 3.232 1.252 1.823
H70 2.615 7.507 -1.838
H71 -4.137 1.200 0.686
C32 2.593 4.261 -1.506
C33 2.095 0.695 0.811
H72 -1.583 0.537 9.393
H73 -2.095 1.187 4.354
H74 3.131 -2.326 -1.386
C34 4.596 -1.932 -2.944
C35 -2.403 0.976 8.822
C36 1.803 -4.070 0.371
H75 1.357 -3.510 2.380
H76 -3.540 0.182 -2.119
H77 -0.228 7.152 -0.765
H78 4.581 0.198 -1.675
C37 -0.688 -1.111 2.298
N2 3.726 1.395 -4.408
B2 4.000 -0.041 -4.775

***

[3]
ORCA calculation (ωB97M-V/def2-TZVPD) on 7 unconnected molecules or ions with the total composition C37H78ClF3N7O14P2 at a distorted geometry.

Computed properties:
largest force on an atom	4.1	eV/A
Kohn-Sham gap	6.80	eV
total charge	-1

Element x y z (Å)
C1 -7.368 -8.183 -2.315
H1 2.443 1.198 -1.245
N1 -0.741 3.789 -6.145
N2 -6.185 -7.996 -3.136
H2 -1.312 -4.102 4.044
H3 0.259 5.294 -2.882
H4 -0.291 0.536 -3.896
O1 -0.406 -1.789 -5.025
H5 3.333 5.242 1.188
O2 2.193 -2.583 -4.709
C2 -5.128 -7.334 -2.613
H6 -4.233 -4.686 -3.204
P1 0.777 -2.129 -3.913
Cl1 2.952 3.313 -2.279
C3 -4.668 -1.948 -3.120
C4 3.837 0.838 -2.837
H7 0.885 2.251 -0.126
C5 -0.556 3.213 -2.998
C6 -1.668 2.786 -4.073
H8 -0.836 -1.589 4.298
H9 -8.127 -8.729 -2.871
H10 2.415 6.017 -0.114
H11 5.592 1.916 -2.077
H12 4.711 5.241 5.637
H13 -0.524 -0.690 2.793
H14 -4.346 0.368 -0.646
C7 4.242 4.793 4.756
H15 4.471 5.403 3.883
H16 3.189 5.927 11.013
O3 0.622 2.695 -3.626
N3 3.224 4.138 9.941
H17 5.503 3.866 2.727
H18 0.969 4.802 -1.077
H19 -2.136 -0.116 -1.213
H20 1.987 -2.558 -5.652
H21 -4.351 -1.023 -2.634
O4 -1.864 -1.709 0.615
N4 4.741 3.445 4.587
C8 2.305 2.041 -5.610
H22 3.160 4.765 4.896
H23 -0.656 2.723 0.538
C9 -1.107 2.761 -5.497
H24 -7.102 -8.739 -1.415
F1 1.413 5.684 3.019
C10 4.974 1.054 -1.758
O5 -5.085 -6.873 -1.492
C11 4.531 2.477 5.653
H25 -1.395 -3.675 0.767
C12 -6.171 -8.521 -4.487
C13 -5.672 -2.819 -1.108
C14 5.397 3.057 3.470
H26 2.945 6.103 9.263
C15 -1.830 5.298 -2.100
H27 -1.462 0.638 0.321
H28 -5.222 -8.303 -4.973
C16 3.874 3.767 8.817
C17 2.845 -7.716 0.370
H29 2.580 -7.601 -0.683
H30 2.491 3.600 11.826
H31 0.900 0.470 -5.681
N5 -4.804 -2.996 -2.125
H32 5.670 0.198 -1.709
H33 3.995 2.785 11.331
C18 1.753 6.444 1.975
H34 -2.905 2.037 -1.997
C19 1.701 0.781 -4.987
H35 2.470 -0.017 -5.033
O6 1.451 -5.399 2.729
H36 0.300 -1.002 -1.877
H37 -2.514 3.498 -4.072
H38 -3.910 1.353 0.852
H39 -1.236 7.039 -2.691
C20 -1.477 -2.681 1.236
H40 -0.046 -1.623 -5.904
H41 -5.699 -3.668 -0.405
H42 -1.857 4.778 -1.136
H43 -0.127 -6.565 0.802
O7 4.316 2.657 8.602
C21 1.066 -0.830 -2.652
O8 -6.368 -1.834 -0.945
C22 2.308 5.509 0.858
H44 -3.934 -2.235 -3.869
O9 0.319 -3.369 -3.187
H45 0.354 -8.233 0.412
H46 -2.051 1.777 -3.853
H47 -6.979 -8.065 -5.063
H48 -4.208 -4.887 -1.442
H49 -1.023 5.072 -4.067
H50 -5.634 -1.772 -3.600
H51 -0.251 5.049 0.217
H52 3.719 -0.226 -3.091
C23 -4.002 -4.198 -2.253
O10 2.053 2.296 -6.776
O11 1.583 4.318 0.827
C24 0.477 -7.417 1.119
O12 -0.166 1.161 -1.859
F2 0.696 7.114 1.522
O13 -1.626 6.709 -1.877
H53 4.549 1.326 -0.780
H54 -4.283 -7.244 -3.315
H55 3.302 -5.793 1.998
H56 3.959 1.632 5.265
H57 -7.762 -7.210 -2.017
H58 -2.942 -3.928 -2.234
F3 2.722 7.288 2.372
C25 -0.651 -3.885 3.198
H59 -2.794 5.219 -2.640
H60 0.137 -7.734 2.107
H61 2.847 -8.778 0.628
H62 5.495 2.110 6.005
C26 -2.185 2.094 -1.160
P2 0.908 1.015 -3.240
H63 2.455 2.312 10.597
C27 2.223 -6.017 2.020
H64 3.003 2.731 -5.103
H65 0.358 -3.733 3.560
H66 4.230 1.332 -3.745
H67 1.639 5.452 10.274
H68 3.842 -7.310 0.531
C28 2.721 5.484 10.130
O14 5.839 1.944 3.274
H69 -2.597 2.845 -0.454
H70 -2.190 -1.052 3.272
C29 -1.165 -1.431 3.273
C30 -0.715 2.475 -1.635
C31 0.524 4.358 -0.175
H71 -0.662 -4.723 2.515
C32 0.022 2.911 -0.316
C33 -2.213 0.688 -0.475
H72 -6.316 -9.604 -4.458
N6 1.873 -7.023 1.190
H73 -1.057 1.780 -6.013
H74 2.036 -1.070 -2.174
H75 -3.614 -0.450 0.713
C34 2.534 1.512 -2.303
C35 -0.702 4.774 -3.052
C36 3.026 3.154 10.990
H76 3.972 4.586 8.083
C37 -3.637 0.514 0.193
H77 3.996 2.931 6.471
H78 -0.398 3.533 -7.068
N7 -1.107 -2.677 2.533